Density functional theory data (the ωB97M-V functional and the def2-TZVPD basis) for a cluster of 13 separate species, C53H71N7O6 in total.

Its largest force on an atom is 3.9 eV/A. Its HOMO-LUMO gap is 9.55 eV. Its energy relative to the best compared isomer or geometry (same formula, charge and spin) is 5.379 eV. Its net charge is 0. Its spin multiplicity is 1.

Positions of all 137 atoms, in Å:
N -10.637 -4.498 11.733
C -10.818 -3.578 10.739
C -11.479 -3.917 9.600
C -12.043 -5.174 9.482
C -11.854 -6.117 10.445
C -11.144 -5.750 11.625
H -10.356 -2.606 10.828
H -11.516 -3.259 8.744
H -12.551 -5.531 8.598
H -12.167 -7.132 10.253
H -10.796 -6.429 12.389
N -15.800 -5.194 24.986
C -16.016 -5.020 23.637
C -15.608 -3.890 22.951
C -14.859 -2.945 23.662
C -14.673 -3.062 24.985
C -15.224 -4.164 25.606
H -16.541 -5.768 23.062
H -15.735 -3.686 21.898
H -14.650 -1.996 23.190
H -14.269 -2.213 25.516
H -15.110 -4.315 26.670
N -17.785 -13.807 25.561
C -18.193 -12.559 25.131
C -19.418 -11.935 25.493
C -20.287 -12.649 26.316
C -19.945 -13.958 26.667
C -18.664 -14.508 26.349
H -17.618 -12.008 24.401
H -19.519 -10.939 25.087
H -21.172 -12.086 26.572
H -20.563 -14.482 27.381
H -18.472 -15.488 26.761
N -23.677 -17.771 20.520
C -24.913 -17.151 20.565
C -25.025 -15.811 20.805
C -23.866 -15.098 21.100
C -22.605 -15.741 21.111
C -22.537 -17.072 20.789
H -25.650 -17.893 20.297
H -25.990 -15.335 20.900
H -23.864 -14.023 21.211
H -21.715 -15.181 21.355
H -21.569 -17.547 20.847
N -22.367 -7.269 20.720
C -21.263 -7.669 19.993
C -20.878 -6.916 18.858
C -21.489 -5.707 18.660
C -22.383 -5.214 19.584
C -22.859 -6.023 20.567
H -20.859 -8.653 20.179
H -20.056 -7.286 18.263
H -21.255 -5.039 17.844
H -22.862 -4.275 19.349
H -23.641 -5.701 21.239
N -9.487 -11.456 19.586
C -8.649 -11.336 18.520
C -7.797 -12.364 18.155
C -7.913 -13.578 18.832
C -8.906 -13.749 19.816
C -9.726 -12.673 20.150
H -8.590 -10.326 18.141
H -7.033 -12.290 17.394
H -7.233 -14.403 18.682
H -8.987 -14.716 20.290
H -10.504 -12.741 20.896
N -14.504 -16.255 12.331
C -13.371 -15.488 12.264
C -12.811 -15.126 11.054
C -13.324 -15.611 9.863
C -14.523 -16.299 9.868
C -15.035 -16.576 11.168
H -13.000 -15.265 13.254
H -11.979 -14.443 11.146
H -12.989 -15.373 8.864
H -14.998 -16.610 8.949
H -15.966 -17.123 11.185
C -22.717 -19.589 15.217
C -21.755 -18.558 14.632
O -21.407 -18.739 13.467
C -21.362 -17.384 15.484
H -22.945 -20.395 14.518
H -23.673 -19.202 15.568
H -22.163 -20.059 16.029
H -20.907 -16.700 14.767
H -20.730 -17.898 16.208
H -22.265 -16.966 15.929
C -17.780 -10.580 9.077
C -18.049 -10.368 10.578
O -18.054 -9.266 11.091
C -18.571 -11.584 11.295
H -17.326 -9.727 8.572
H -18.699 -10.834 8.550
H -17.113 -11.401 8.813
H -19.184 -11.417 12.181
H -17.731 -12.217 11.582
H -19.124 -12.133 10.534
C -10.230 -4.126 19.037
C -9.150 -3.210 18.584
O -8.083 -3.688 18.214
C -9.596 -1.832 18.283
H -10.661 -3.755 19.968
H -10.074 -5.130 19.430
H -10.990 -4.318 18.279
H -9.429 -1.660 17.219
H -8.890 -1.211 18.834
H -10.553 -1.625 18.762
C -15.597 -19.981 22.673
C -15.246 -18.796 21.760
O -15.735 -18.594 20.628
C -14.299 -17.789 22.348
H -16.336 -19.536 23.340
H -14.635 -20.182 23.144
H -16.068 -20.788 22.112
H -14.290 -16.978 21.621
H -13.300 -18.225 22.340
H -14.526 -17.498 23.374
C -15.765 -0.467 15.166
C -16.799 -1.419 14.791
O -17.964 -1.221 15.019
C -16.336 -2.651 14.016
H -15.276 -0.142 14.248
H -15.082 -1.050 15.783
H -16.135 0.401 15.713
H -15.300 -2.438 13.751
H -16.911 -2.675 13.090
H -16.392 -3.555 14.623
C -15.590 -12.374 17.831
C -15.244 -10.895 17.820
O -15.482 -10.231 18.829
C -14.541 -10.404 16.533
H -14.713 -13.004 17.679
H -16.391 -12.464 17.098
H -16.062 -12.721 18.750
H -14.728 -9.337 16.405
H -14.609 -10.958 15.597
H -13.465 -10.492 16.683

Atomic forces in eV per Å
N -0.4 0.0 0.0
C 0.3 -1.7 1.2
C -0.6 0.2 -1.1
C 0.0 -0.5 -0.5
C 0.7 -0.4 1.9
C 0.6 1.9 -1.9
H 0.1 0.0 0.4
H -0.1 0.3 0.1
H -0.1 0.5 -0.3
H -0.2 -0.1 0.3
H -0.4 -0.2 0.1
N -0.6 0.8 -1.8
C 0.4 0.3 0.7
C 1.1 0.3 0.6
C -1.2 0.7 -1.9
C -0.3 0.5 1.2
C 0.4 -1.5 0.5
H -0.1 -0.4 0.4
H -0.4 -0.5 -0.1
H 0.5 0.0 -0.3
H 0.2 -0.3 0.4
H 0.0 0.2 0.2
N -1.4 0.5 0.2
C -1.3 -1.5 1.0
C 2.1 -1.6 -0.2
C 0.7 0.5 -1.0
C 1.1 0.3 0.6
C -1.3 2.9 -1.1
H 0.7 -0.3 0.1
H -0.6 0.1 0.3
H -0.4 -0.7 0.5
H -0.2 -0.3 -0.2
H 0.7 -0.1 -0.3
N 0.2 0.7 0.2
C 3.3 -1.9 -0.6
C -0.1 0.7 0.8
C 1.2 -0.4 -0.5
C -1.2 1.1 0.0
C -2.2 -0.3 0.3
H -0.7 0.6 0.2
H -0.1 0.1 -0.3
H -0.3 0.1 0.3
H 0.1 0.1 0.0
H -0.1 -0.6 -0.4
N 1.7 -0.4 0.3
C -2.8 1.8 -0.8
C 0.6 -1.1 1.5
C 0.4 0.8 -0.2
C -0.8 0.7 -1.2
C 0.8 -1.7 0.2
H 0.0 0.0 0.2
H -0.1 0.1 -0.3
H 0.3 -0.3 -0.3
H 0.1 0.3 0.4
H -0.1 -0.2 0.1
N -0.9 -0.7 -0.8
C -0.3 -0.3 2.3
C 0.0 -0.9 0.1
C -0.7 0.3 0.9
C 0.3 0.2 -0.7
C 1.7 1.0 -1.2
H 0.1 0.0 -0.3
H -0.1 0.3 -0.1
H 0.1 0.0 -0.4
H -0.2 0.0 0.1
H 0.0 0.1 0.1
N 1.0 0.8 -0.5
C -1.8 -1.4 -0.2
C 0.7 0.4 1.0
C -1.2 0.3 -0.9
C 0.7 0.0 2.2
C -0.7 -0.5 -1.5
H 0.4 0.5 -0.2
H 0.3 -0.1 -0.5
H 0.8 0.3 0.2
H -0.1 -0.1 0.2
H -0.2 -0.2 0.3
C 0.5 -0.3 0.2
C -1.6 -1.1 -2.3
O 0.3 0.8 1.5
C -0.4 -1.0 -1.2
H 0.2 0.3 -0.3
H 0.2 0.3 0.3
H -0.3 0.0 0.5
H 0.5 0.2 0.7
H 0.4 0.9 0.4
H 0.2 0.0 0.3
C 0.6 0.1 -0.2
C -1.0 0.9 -0.2
O 0.5 -0.6 -0.4
C 0.3 -0.5 -0.4
H -0.3 0.3 0.4
H -0.3 0.2 0.2
H 0.1 -0.3 0.6
H 0.1 0.4 -0.2
H 0.1 -0.1 0.0
H -0.2 -0.3 0.3
C -1.2 -1.1 2.0
C 0.8 -2.9 -2.0
O -0.5 1.2 0.7
C 1.0 0.6 1.2
H -0.8 0.8 -0.3
H 1.5 -0.2 -0.6
H -0.2 0.8 -0.1
H -0.6 0.2 0.1
H 0.2 0.4 -0.2
H -0.2 0.0 -0.8
C 0.2 1.4 -1.4
C -1.7 0.3 -2.2
O 1.1 -0.9 2.8
C 0.2 0.0 -0.8
H 0.2 -0.3 0.5
H -0.5 -0.7 0.5
H 0.3 -0.1 0.2
H 0.0 0.3 0.5
H 0.1 -0.1 0.1
H -0.1 0.1 -0.1
C 0.9 0.6 0.5
C -1.3 -0.8 -0.6
O -0.6 -0.1 0.2
C 0.5 1.1 0.1
H 0.4 0.0 0.1
H 0.5 0.3 0.0
H -0.1 -0.2 0.0
H 0.1 -0.5 -0.1
H -0.1 -0.5 0.2
H -0.2 0.0 -0.2
C -0.6 0.2 0.3
C 0.0 -0.5 1.4
O 0.6 -0.2 -2.3
C 0.4 0.6 0.8
H -0.1 0.0 -0.6
H 0.4 -0.6 -0.6
H 0.2 0.5 0.3
H -0.1 -0.1 -0.2
H -1.0 -0.2 0.2
H 0.2 0.1 0.6

Atom charges from the Löwdin analysis, given in e for atoms 1 to 2: N 0.040; C -0.146